No. 1
A 2-piece molecular cluster, C4H12 overall. Source: the OMol25 dataset; level of theory: ωB97M-V/def2-TZVPD.

```
16
Properties=species:S:1:pos:R:3:forces:R:3:mulliken_charge:R:1
C -1.1859 -1.4974 -0.5526 1.8644 -0.6657 -2.4577 -0.65
C -1.1477 -2.2085 0.7586 -2.4440 1.2950 2.8729 -0.73
H -1.3372 -0.4424 -0.6200 0.1768 0.8825 0.6774 0.22
H -0.0866 -1.7277 -0.8978 -2.3102 0.8458 -0.6925 0.15
H -2.0316 -1.8563 -1.2547 1.7824 -0.1158 0.8967 0.26
H -2.1968 -2.5220 0.8668 0.4428 -0.9633 0.3755 0.24
H -1.1319 -1.5229 1.7751 0.9983 -1.6254 -2.6246 0.22
H -0.4405 -3.0467 0.6546 -0.4941 0.3725 0.9541 0.27
C 1.2842 1.9904 -0.8450 -0.0830 -1.5522 0.2027 -0.79
C 1.0556 1.8387 0.7093 0.0883 -1.5113 -3.5666 -0.95
H 0.3272 2.0934 -1.4119 0.9795 0.8046 0.3831 0.24
H 2.1338 2.6387 -1.0648 -0.7323 0.7342 -0.1856 0.33
H 1.6872 1.0459 -1.2669 -0.3524 0.0969 0.4542 0.23
H 1.5216 0.9396 0.9853 0.7383 -1.3029 0.6176 0.27
H 1.5050 2.5775 1.2366 0.9746 2.4934 1.6260 0.39
H 0.0436 1.6996 0.9275 -1.6296 0.2117 0.4666 0.28
```
Forces are in eV/Å.

## Properties
lowest unoccupied orbital energy: 1.1 eV
charge: 0
relative energy (zero: lowest compared OMol25 entry of this formula, charge and spin): 156.6 kJ/mol
multiplicity: 1
gap between HOMO and LUMO: 12.20 eV
HOMO: -11.09 eV


No. 2
C34H38HgO20S4 as an isolated structure. Source: the OMol25 dataset; level of theory: ωB97M-V/def2-TZVPD.

```
97
Properties=species:S:1:pos:R:3:forces:R:3:mulliken_charge:R:1
Hg 0.5938 0.0807 0.9736 0.0004 0.0086 0.0018 0.01
C 3.0964 8.2376 -2.8401 -1.3724 2.4492 -4.3603 -0.63
C 2.4290 8.6082 -4.1486 -0.1859 -2.3044 0.4142 0.43
C 1.6700 7.4324 -4.9937 1.5107 -0.0293 2.4730 0.53
O 1.3222 7.6970 -6.1057 -0.8876 0.7543 -2.4681 -0.65
C 1.4866 6.1813 -4.3609 0.0879 2.1119 -1.5481 -0.50
C 1.9847 6.0197 -3.1010 -1.7484 -5.2003 3.2691 0.41
C 2.8672 6.9936 -2.3421 1.5379 -0.8654 4.1660 0.38
O 3.3711 6.7727 -1.1671 -1.5081 -0.7106 -2.8185 -0.66
O 1.5750 4.9147 -2.5330 1.7500 2.8251 -0.4808 -0.66
O 2.3661 9.6503 -4.7569 0.7333 1.5747 0.5425 -0.62
H 3.7418 8.9677 -2.3745 -0.0439 -0.1082 0.2465 0.42
H 0.8253 5.4833 -4.8529 0.1387 -0.3663 0.3087 0.40
C -3.6518 4.5494 3.3730 2.9791 0.2671 2.0386 -0.47
C -2.3354 5.0278 3.7730 1.1923 -2.4968 -2.8181 0.47
C -2.1067 6.5250 4.1019 0.1157 0.7752 1.0943 0.45
O -0.9217 6.7426 4.3852 -1.3055 1.0927 -0.0862 -0.64
C -3.3133 7.4575 4.1315 3.1066 -3.4518 -0.3824 -0.79
C -4.5212 6.8467 3.8234 -3.6106 4.4402 0.9267 0.46
C -4.6863 5.4247 3.3873 -3.8524 -1.2788 -3.2594 0.34
O -5.7574 5.0029 2.7490 1.3530 1.7372 1.9786 -0.74
O -5.5659 7.6674 3.9230 1.8415 -2.8591 -0.4957 -0.78
O -1.3206 4.2953 3.5175 -2.2260 1.8180 1.3941 -0.63
H -3.7683 3.5255 3.0496 -0.0077 0.0977 -0.1420 0.47
H -3.2734 8.5003 4.4098 0.1174 -0.0882 -0.0544 0.41
C 7.3618 -0.0765 0.3442 1.0739 1.5331 1.6314 -0.42
C 7.1250 0.8483 1.4095 -4.0483 -1.0900 0.3150 0.45
C 8.3565 1.6199 2.1347 0.0457 -1.3784 -4.3809 0.23
O 8.0661 2.5788 2.7597 -0.5658 2.1504 2.8661 -0.56
C 9.6810 1.3959 1.5182 -2.6236 1.5938 4.4877 -0.44
C 9.8242 0.5686 0.5148 5.1814 -1.4475 -3.8818 0.27
C 8.6756 -0.2182 -0.0279 1.2271 -4.5154 -4.3619 0.46
O 8.8997 -1.1639 -0.9338 0.2041 2.5486 2.2688 -0.73
O 11.0637 0.5268 -0.0089 -3.4334 -0.8018 0.5466 -0.80
O 5.8806 0.9755 1.7106 3.4384 0.7014 0.4759 -0.68
H 6.6225 -0.7222 -0.1062 -0.1836 0.3163 0.1342 0.44
H 10.5450 1.8831 1.9454 -0.0424 0.2613 -0.0828 0.39
C 2.9438 -0.8362 -8.0635 0.5721 0.2847 1.1875 -0.54
C 1.4570 -0.5949 -8.1714 -0.6952 -0.9304 -0.7246 -0.63
C 0.7529 -1.7237 -7.3765 0.4155 0.5675 1.1067 -0.66
S 1.8350 -2.1173 -5.8566 1.6476 1.2680 -0.9838 1.02
O 2.4756 -3.4351 -6.0073 -1.7102 0.5941 0.5091 -0.65
O 1.2363 -1.6020 -4.6159 0.8180 -1.2352 -2.0034 -0.57
C 3.1990 -1.0194 -6.5067 -0.9364 0.2280 -0.6685 -0.79
H 3.5629 -0.0438 -8.4840 -0.1783 0.5115 0.4428 0.35
H 3.2392 -1.6512 -8.7243 -0.1170 -0.7117 0.6155 0.29
H 1.1084 -0.7109 -9.1976 0.1423 -0.1296 -0.2961 0.30
H 1.0960 0.4081 -7.9439 0.3365 -0.0753 0.7735 0.35
H 0.7393 -2.6739 -7.9104 -0.2962 0.1657 -0.0531 0.38
H -0.2088 -1.3294 -7.0481 -0.1063 -0.7096 0.1622 0.35
H 4.1837 -1.3981 -6.2328 -0.3097 -0.1219 0.1120 0.43
H 2.9689 -0.0856 -5.9935 0.4156 0.2723 -0.1489 0.38
C 4.7545 -8.6115 2.0250 0.0438 -0.8242 -0.2671 -0.57
C 4.3109 -8.4954 3.4557 0.7359 -0.5471 1.3403 -0.56
C 3.2636 -7.4654 3.5056 -1.2089 1.3212 -0.0565 -0.73
S 4.0025 -6.0637 2.5823 -1.5712 -1.0176 -0.7914 1.06
O 5.0458 -5.4788 3.3592 0.6444 -0.1331 0.3339 -0.60
O 2.9927 -5.2231 1.9956 0.2728 -0.4320 0.1429 -0.61
C 4.6959 -7.2440 1.3574 1.1502 0.4073 0.1346 -0.61
H 4.0990 -9.3378 1.5446 -0.2240 0.1950 -0.2806 0.26
H 5.7312 -9.0952 2.0163 0.2084 0.3418 -0.3032 0.29
H 5.1125 -8.1607 4.1141 0.3181 -0.0666 -0.0789 0.31
H 4.0017 -9.4702 3.8328 -0.2109 0.0215 0.0667 0.33
H 2.9214 -7.1271 4.4836 0.1879 -0.0012 -0.0152 0.44
H 2.3990 -7.7724 2.9172 -0.1861 0.1732 -0.0679 0.30
H 5.7215 -6.8924 1.2451 -0.0887 0.2266 -0.4130 0.34
H 4.1741 -7.2435 0.4004 -0.0745 0.3194 0.2749 0.36
C -6.5748 -2.5829 6.8689 0.3577 -0.9095 -0.0244 -0.62
C -5.7465 -1.9139 7.9696 1.6107 -0.0310 1.1054 -0.51
C -4.3877 -1.4643 7.4758 -0.6218 0.5200 -3.1958 -0.72
S -4.1241 -2.4678 5.8712 2.2361 2.4928 -0.3139 0.96
O -3.6354 -3.7387 6.3126 -0.4937 -1.3226 0.2288 -0.63
O -3.2479 -1.7498 4.9225 -2.4163 -1.0415 1.4155 -0.58
C -5.9134 -2.5803 5.4405 -0.8132 1.0805 1.6981 -0.63
H -7.5904 -2.1891 6.9097 0.0495 -0.0724 -0.4772 0.39
H -6.6045 -3.6467 7.1046 -0.3709 0.0190 0.2830 0.26
H -5.4436 -2.5942 8.7656 -1.0039 -0.3301 0.2204 0.25
H -6.1840 -1.0184 8.4108 -0.4753 -0.3123 0.0197 0.31
H -3.4900 -1.4982 8.0931 -0.2723 -0.3460 -0.0945 0.45
H -4.5652 -0.4565 7.1006 0.7416 0.2060 -0.1172 0.33
H -6.2988 -3.4810 4.9628 0.8951 0.0742 -0.3728 0.37
H -6.2652 -1.6830 4.9314 0.5860 -0.0414 -0.3800 0.38
C -7.4331 0.9270 -3.5353 0.1852 0.4187 1.0616 -0.53
C -8.0286 -0.2606 -2.7770 -1.1026 -0.8817 -0.5270 -0.70
C -6.9838 -0.8497 -1.8140 0.1937 1.5922 -1.1267 -0.67
S -5.3925 -0.6622 -2.8537 1.2816 -0.3038 1.5750 1.00
O -4.9491 -1.8935 -3.5152 -0.9354 0.9932 0.6292 -0.65
O -4.4153 0.0465 -2.0091 -1.7771 -0.8056 -1.5906 -0.58
C -6.1627 0.4137 -4.1484 0.6980 -0.8566 0.9603 -0.66
H -7.2843 1.6577 -2.7403 0.5030 0.4547 -0.2748 0.32
H -8.0427 1.4109 -4.2984 -0.3658 -0.3423 0.1294 0.31
H -8.3773 -1.0066 -3.4911 0.0421 -0.2620 -0.1290 0.33
H -8.9206 0.0429 -2.2290 0.0198 0.0695 0.1280 0.33
H -7.2103 -1.8014 -1.3332 0.3470 -0.1244 -0.6003 0.39
H -6.9426 -0.0807 -1.0427 0.7808 -0.1956 0.2470 0.38
H -6.4486 -0.3047 -4.9167 0.4426 0.1536 -0.2932 0.31
H -5.3608 1.1002 -4.4199 -0.3071 0.0775 -0.1928 0.41
```
Forces are in eV/Å.

## Properties
lowest unoccupied orbital energy: 3.2 eV
charge: -4
relative energy (zero: lowest compared OMol25 entry of this formula, charge and spin): 69.5 kJ/mol
multiplicity: 1
gap between HOMO and LUMO: 1.25 eV
HOMO: 1.93 eV


No. 3
C25H45BN8OSSiW as an isolated structure. Source: the OMol25 dataset; level of theory: ωB97M-V/def2-TZVPD.

```
83
Properties=species:S:1:pos:R:3:forces:R:3:mulliken_charge:R:1
W 0.0157 -0.3152 -0.1972 0.2346 0.3758 -0.2291 1.32
C 0.5958 -0.1683 3.4969 0.0036 0.0296 -0.0043 -1.55
C -0.7149 0.2705 2.9316 -0.0317 0.0191 -0.0271 0.57
C -1.8405 0.6169 3.6634 0.0076 -0.0119 0.0125 -1.55
C -2.8412 0.8763 2.7362 -0.0142 -0.0063 0.0022 0.92
C -4.2594 1.2672 2.9728 0.0040 0.0026 0.0034 -1.38
N -2.3217 0.7010 1.5165 0.0253 0.0259 -0.0176 0.86
N -1.0036 0.3413 1.6112 -0.0671 -0.0365 0.2268 0.43
B -3.0057 0.7647 0.1338 -0.0097 0.0038 0.0008 -1.26
N -2.9693 -0.6417 -0.5124 0.0140 -0.0183 0.0188 0.52
N -1.7823 -1.2924 -0.7255 -0.0277 0.0301 0.0140 0.21
C -2.0705 -2.4705 -1.3152 -0.0270 -0.0192 -0.0098 0.78
C -1.0431 -3.4636 -1.7447 -0.0015 0.0109 -0.0163 -1.26
C -3.4443 -2.5679 -1.4776 0.0031 -0.0240 0.0130 -1.56
C -3.9813 -1.3970 -0.9619 -0.0117 0.0128 0.0027 0.97
C -5.4100 -0.9813 -0.8840 0.0018 -0.0031 0.0017 -1.34
N -2.2028 1.7393 -0.7356 0.0241 0.0421 0.0475 0.48
N -0.8742 1.5195 -0.9682 -0.0502 -0.0609 -0.0480 0.43
C -0.4402 2.5343 -1.7349 0.0072 0.0202 -0.0146 0.57
C 0.9463 2.6527 -2.2670 -0.0177 0.0061 0.0189 -0.93
C -1.4902 3.4144 -1.9703 0.0061 0.0020 -0.0131 -2.01
C -2.5928 2.8773 -1.3280 -0.0203 -0.0113 -0.0065 1.06
C -3.9885 3.3960 -1.2631 0.0057 0.0038 0.0035 -1.43
H 0.4434 -1.0543 4.1150 -0.0022 -0.0025 -0.0038 0.36
H 1.3214 -0.4143 2.7287 0.0293 0.0192 -0.0325 0.13
H 1.0149 0.6045 4.1414 0.0028 0.0018 0.0016 0.43
H -1.9279 0.6586 4.7362 -0.0017 0.0008 -0.0083 0.58
H -4.4340 1.3824 4.0396 -0.0001 -0.0001 -0.0009 0.41
H -4.4972 2.2093 2.4797 -0.0002 -0.0023 0.0026 0.27
H -4.9448 0.5092 2.5933 0.0029 0.0025 0.0018 0.26
H -4.1303 1.1283 0.2477 0.0068 -0.0020 -0.0017 -0.02
H -0.1851 -3.4928 -1.0756 -0.0038 -0.0089 0.0159 0.13
H -1.4850 -4.4577 -1.7684 -0.0049 0.0065 -0.0156 0.45
H -0.6850 -3.2378 -2.7514 0.0147 0.0090 0.0075 0.22
H -3.9869 -3.3885 -1.9151 0.0018 0.0063 0.0014 0.57
H -6.0371 -1.7505 -1.3274 -0.0003 -0.0014 0.0007 0.39
H -5.7250 -0.8354 0.1492 0.0012 0.0016 -0.0026 0.25
H -5.5799 -0.0485 -1.4210 -0.0001 -0.0039 -0.0016 0.27
H 1.6309 1.9718 -1.7690 -0.0071 0.0151 0.0099 -0.35
H 0.9504 2.4274 -3.3336 0.0024 -0.0074 0.0187 0.36
H 1.3045 3.6783 -2.1620 -0.0020 0.0043 0.0072 0.48
H -1.4576 4.3204 -2.5516 -0.0019 -0.0066 0.0041 0.59
H -4.0672 4.3041 -1.8555 0.0008 0.0008 0.0010 0.40
H -4.6992 2.6689 -1.6552 0.0024 0.0036 -0.0008 0.27
H -4.2783 3.6295 -0.2385 -0.0004 -0.0028 -0.0023 0.27
C 2.1629 0.4248 -4.7119 0.0129 0.0068 0.0030 -1.22
Si 2.4424 -0.5522 -3.1464 0.0073 -0.0468 0.0629 -0.05
C 2.6928 -2.3568 -3.5705 0.0225 0.0101 -0.0139 -1.09
C 3.9209 0.1112 -2.2105 0.0074 -0.0028 -0.0026 -0.77
C 0.8504 -0.5204 -2.0912 -0.1174 0.0101 0.3833 -0.32
H 2.7750 -0.0079 -5.5068 0.0009 0.0129 0.0003 0.40
H 2.4594 1.4699 -4.6157 -0.0054 -0.0106 -0.0050 0.36
H 1.1251 0.3896 -5.0493 0.0042 -0.0045 -0.0012 0.40
H 3.5921 -2.4825 -4.1779 -0.0069 -0.0056 0.0066 0.41
H 1.8522 -2.7432 -4.1517 0.0061 -0.0048 0.0056 0.33
H 2.8060 -2.9859 -2.6839 -0.0067 0.0032 -0.0052 0.26
H 4.7542 0.2591 -2.9015 -0.0148 -0.0085 -0.0123 0.57
H 4.2669 -0.5756 -1.4368 -0.0002 0.0072 0.0171 0.29
H 3.7064 1.0740 -1.7445 0.0156 -0.0067 -0.0176 0.06
H 0.8503 -1.5176 -1.5067 0.0961 -0.2643 -0.2441 -0.41
H 0.0073 -0.5990 -2.7924 0.0259 0.0209 -0.0454 0.74
C 3.0087 -2.2828 0.5942 0.0139 -0.0199 0.0077 -0.56
C 1.6982 -2.6884 1.1603 -0.0163 -0.0165 -0.0039 -0.07
N 0.5263 -2.0881 0.9647 0.0310 -0.0356 -0.0695 1.39
C -0.4308 -2.8246 1.6554 0.0029 0.0170 -0.0007 -0.54
C 0.1762 -3.8652 2.2657 0.0094 -0.0059 0.0120 -0.85
N 1.5115 -3.7623 1.9407 0.0012 -0.0007 0.0221 0.03
H 2.9764 -1.2369 0.2990 -0.0024 0.0127 -0.0101 -0.54
H 3.2550 -2.8876 -0.2810 0.0001 0.0067 0.0007 0.31
H 3.8049 -2.4130 1.3271 -0.0045 -0.0122 -0.0026 0.61
H -1.4694 -2.5440 1.6571 0.0035 0.0011 0.0004 0.42
H -0.2088 -4.6521 2.8894 0.0043 0.0027 -0.0049 0.46
H 2.2399 -4.3942 2.2352 0.0010 0.0015 -0.0011 0.24
C 3.5151 2.7383 0.6348 0.0006 0.0185 0.0069 -0.96
S 2.1680 1.9058 1.4480 -0.0487 0.0045 0.0411 0.49
C 0.9343 3.1935 1.3616 -0.0160 -0.0133 0.0131 -0.51
O 1.7649 0.8168 0.4373 -0.1525 -0.1205 -0.1152 -1.28
H 3.1944 3.0942 -0.3426 0.0052 -0.0010 0.0109 0.24
H 4.3349 2.0287 0.5445 -0.0023 0.0010 0.0004 0.40
H 3.8190 3.5689 1.2727 0.0007 -0.0051 0.0002 0.49
H 1.2416 3.9724 2.0607 0.0106 -0.0041 -0.0026 0.61
H -0.0100 2.7595 1.6874 0.0078 0.0291 -0.0031 -0.02
H 0.8534 3.5860 0.3508 0.0041 -0.0040 -0.0151 0.12
```
Forces are in eV/Å.

## Properties
expectation value of S²: 2.02
lowest unoccupied orbital energy (spin up / spin down): -6.0 / -5.7 eV
charge: +2
relative energy (zero: lowest compared OMol25 entry of this formula, charge and spin): 0.0 kJ/mol
multiplicity: 3
gap between HOMO and LUMO (spin up / spin down): 7.10 / 8.57 eV
HOMO (spin up / spin down): -13.09 / -14.24 eV


No. 4
An isolated ion of composition C4H2F4O4P and charge -1. Source: the OMol25 dataset; level of theory: ωB97M-V/def2-TZVPD.

```
15
Properties=species:S:1:pos:R:3:forces:R:3:mulliken_charge:R:1
O -2.0342 1.6244 -1.2509 -0.0860 -0.0992 -0.0902 -0.69
P -0.6523 1.6948 -0.7547 0.7235 0.6780 0.2654 0.97
O 0.5633 1.4438 -1.5853 -0.7394 -0.5405 0.4900 -0.68
O -0.4059 3.0549 0.0856 -0.0557 0.2526 0.2764 -0.56
O -0.5624 0.7420 0.7390 0.0303 1.2508 -0.9681 -0.47
C -0.7368 -0.5266 0.4524 -0.0205 -1.6039 -0.8505 0.86
F -2.0467 -0.8487 0.4284 -1.1432 -0.6560 0.0418 -0.33
C 0.1026 -1.6435 0.9975 1.8997 1.3238 -1.0030 -1.07
C 1.3362 -1.0826 0.2991 -0.2427 -0.4592 -1.8786 1.26
F 1.9576 0.1186 0.5542 -0.7774 -0.9395 0.3239 -0.27
F 2.3635 -1.8514 -0.1523 0.0180 -0.8772 0.7305 -0.31
C 0.0974 -1.2979 -0.5411 -0.1684 1.7096 2.4120 -0.14
F -0.2083 -1.8985 -1.6824 0.4417 -0.0602 0.2397 -0.33
H 0.3429 2.8406 0.6575 0.0298 0.3397 -0.0498 0.32
H -0.1168 -2.3699 1.7530 0.0902 -0.3189 0.0605 0.42
```
Forces are in eV/Å.

## Properties
lowest unoccupied orbital energy: 3.6 eV
charge: -1
relative energy (zero: lowest compared OMol25 entry of this formula, charge and spin): 0.0 kJ/mol
multiplicity: 1
gap between HOMO and LUMO: 9.17 eV
HOMO: -5.59 eV